# 1
Below is a structure of composition C28H34AsF6MnN7O3 in a non-equilibrium geometry, with properties calculated with the ωB97M-V functional and the def2-TZVPD basis.

spin multiplicity	5
Kohn-Sham gap (spin up / spin down)	0.2344 / 0.2605	Ha
⟨S²⟩	6.20
HOMO (spin up / spin down)	-11.0 / -11.0	eV
total charge	+1
LUMO energy (spin up / spin down)	-4.60 / -3.89	eV

Last column: Mulliken charge in e.
Positions of all 80 atoms, in Å:
C (2.19545, 4.87308, -1.04544)  -0.56
C (3.40585, 4.64668, 1.44346)  -0.86
F (-0.11105, -3.24902, -0.18854)  -0.84
C (2.96365, -0.29492, -0.46974)  0.76
H (3.26505, 1.67378, -0.82364)  0.45
H (-5.15065, -1.76362, -2.00564)  0.32
H (-3.48075, -0.24802, -1.28604)  0.24
C (4.94465, -1.64412, -0.19594)  -0.49
C (-2.84475, 2.41378, -1.29824)  -0.40
F (-0.92215, -5.21702, -1.62424)  -0.44
H (-2.17005, -3.01162, 1.56716)  0.26
F (-1.41715, -5.27392, 0.77546)  -0.41
H (-5.53465, -4.00312, 0.79136)  0.36
H (4.54285, -3.66032, 0.37266)  0.47
H (2.10455, 3.18038, 3.63586)  0.37
H (6.87985, 0.20688, 0.14746)  0.37
H (-6.13705, -1.81922, 1.46726)  0.36
H (-3.37795, 0.22768, 0.43526)  0.03
H (6.01565, -1.78312, -0.20534)  0.41
C (-3.16085, 2.93718, -0.06074)  -0.57
As (0.04515, -5.36332, -0.18484)  1.91
C (4.37315, -0.41382, -0.46164)  0.75
C (-0.67985, 0.03948, -3.06084)  -0.23
H (3.86925, 4.58788, 2.41586)  0.42
N (1.05835, 2.75278, -0.70534)  0.21
Mn (0.05595, -1.36852, -0.24894)  0.29
H (0.36675, 0.36388, -2.99204)  0.19
C (-2.97915, -2.78232, -0.93124)  -0.91
C (1.26065, 1.42228, -0.56514)  0.09
H (-3.82715, -4.51192, 0.81606)  0.25
C (2.73335, -2.56792, 0.12456)  -0.05
H (-3.97145, 3.64128, 0.02456)  0.45
C (2.58125, 3.62318, 0.99446)  1.28
N (-2.59175, -1.67132, -0.01734)  1.22
H (6.69065, 1.88098, -0.42394)  0.25
H (-0.90335, -0.18932, -4.10384)  0.37
N (2.51565, 0.99758, -0.68404)  0.19
C (4.11165, -2.70552, 0.12136)  -1.27
H (3.18595, 6.76298, -1.18984)  0.41
H (-2.71075, 2.95458, 2.04626)  0.52
C (3.63085, 5.76138, 0.65176)  -0.75
N (-4.34495, -3.20532, -0.73054)  0.05
C (1.97835, 3.74578, -0.27014)  -0.29
H (4.27285, 6.54948, 1.01686)  0.44
C (6.18955, 1.04628, 0.06276)  -0.80
H (-6.28735, -2.43542, -0.81314)  0.35
H (-3.41705, 2.68268, -2.17304)  0.53
H (5.86525, 1.34848, 1.06436)  0.25
C (-3.58175, -0.59282, -0.25554)  -0.69
C (-5.25955, -2.10452, -0.97354)  -0.62
H (-0.81155, -0.89462, -2.44314)  -0.09
H (2.16325, -3.43232, 0.42916)  0.50
H (-0.75215, 1.42398, 1.76886)  0.56
C (-4.50545, -3.67682, 0.63606)  -0.76
H (-2.33875, -3.64762, -0.75344)  0.15
C (2.09325, -1.37032, -0.21084)  -0.24
F (0.16035, -7.03602, -0.16924)  -0.41
C (-5.10845, -1.48632, 1.31036)  -0.64
H (2.28295, 1.42218, 3.37826)  0.26
F (1.45315, -5.05772, -1.14074)  -0.42
C (3.02375, 5.88358, -0.58624)  -0.78
C (-1.37485, 1.71088, 0.93096)  -0.14
C (-2.44785, 2.56438, 1.07436)  -1.28
O (-1.59285, 1.05888, -2.72324)  -0.47
F (0.92445, -5.09482, 1.29066)  -0.46
N (0.25515, 0.55098, -0.41194)  0.69
C (-1.01205, 1.20478, -0.32394)  -1.12
C (2.61865, 2.40738, 3.05756)  -1.07
O (2.28105, 2.48668, 1.68716)  0.07
H (-2.85455, -2.44522, -1.96524)  0.50
H (-4.88495, -0.67262, 2.00586)  0.29
N (-4.19825, -2.59282, 1.56206)  0.08
H (0.09905, 3.05998, -0.78534)  0.30
H (3.69635, 2.48638, 3.21706)  0.37
N (-4.95275, -1.00902, -0.05924)  0.16
O (5.05885, 0.74338, -0.73814)  -0.50
H (1.70185, 4.95678, -2.00114)  0.50
C (-1.77315, 1.52638, -1.46034)  0.94
H (-2.61485, -1.34892, 2.07126)  0.30
C (-2.83035, -2.16182, 1.36626)  -0.90

***

# 2
Below is a structure of composition C28H34Cl2N3O7P2S2Tl in a non-equilibrium geometry, with properties calculated with the ωB97M-V functional and the def2-TZVPD basis.

Kohn-Sham gap	0.2665	Ha
HOMO	-7.6	eV
LUMO energy	-0.34	eV
relative energy (zero: lowest compared OMol25 entry of this formula, charge and spin)	71.28	kJ/mol

Last column: Mulliken charge in e.
Positions of all 79 atoms, in Å:
Tl (0.27555, 0.05709, -0.27963)  2.08
C (-2.58041, 4.07508, -2.64137)  0.68
C (-2.76537, -2.66787, 0.54767)  -1.40
H (2.49581, 1.27094, -1.50176)  0.25
H (0.57723, -0.05793, 2.61185)  -0.07
C (-3.49187, 1.81263, -3.18343)  -1.24
C (-0.86293, 2.86563, -0.71725)  -0.76
H (0.75866, -3.55777, 1.44484)  0.50
H (-0.80514, -4.44186, 1.34617)  0.59
H (-4.34328, 0.33458, 2.51144)  0.41
C (3.61365, 0.97852, 1.64776)  -1.05
C (-3.47983, 0.47114, -2.92412)  -1.14
P (-1.09003, -2.05017, 0.99542)  2.23
H (-2.51858, -1.09185, -1.77072)  0.34
O (3.71414, -2.89148, -0.30386)  -0.80
Cl (-3.61430, 4.84599, -3.80295)  -0.28
N (1.21140, 0.42511, 1.98607)  -0.23
C (-0.20114, -3.63201, 0.93617)  -2.22
N (2.43336, 1.26305, -0.48930)  -0.30
O (-0.09277, 2.30957, 0.15998)  -0.59
H (4.54023, 1.36596, -0.25676)  0.47
H (-4.12492, -0.20976, -3.46036)  0.49
N (-1.78132, 0.74699, -1.28516)  0.67
C (-2.59005, -0.03162, -1.96538)  -0.24
O (1.73449, -1.57204, -0.19213)  -1.04
H (3.82384, -0.24541, -0.09993)  0.03
C (3.04424, -1.71717, -2.51797)  -0.35
S (2.50553, -2.55838, -1.02698)  1.63
H (-3.52373, -1.89574, 0.64459)  0.20
C (4.40671, -1.75293, -2.78170)  -0.40
H (-2.18105, 3.20452, 2.12012)  0.40
C (-0.96253, -2.66201, 3.74813)  -1.06
O (-0.15938, -1.60667, -2.13105)  -0.62
Cl (0.22285, 5.23195, -0.06455)  -0.28
C (4.02076, -0.80079, -4.95301)  -0.59
C (-1.81084, -0.15789, 4.57644)  -0.73
H (-4.13778, 2.22400, -3.94655)  0.44
H (-2.88196, 2.43345, 3.55892)  0.47
H (-0.75789, -3.11575, 5.83301)  0.42
O (0.70883, 0.60451, -2.52568)  -0.64
H (1.96095, -0.32174, -5.39489)  0.52
H (0.02036, -3.82602, -0.11197)  0.46
C (2.66364, -0.73352, -4.68315)  -0.92
O (-0.22647, -0.67477, -4.38683)  -0.76
H (-2.14113, 0.81542, 4.91509)  0.38
S (0.47082, -0.74416, -3.13208)  1.57
C (-3.83228, 0.70569, 1.62383)  -1.61
H (-4.05321, 0.06790, 0.77011)  0.22
O (1.73473, -3.67653, -1.49875)  -0.82
H (-3.01704, -3.50175, 1.20293)  0.49
C (-1.29228, -1.70401, 2.79149)  -0.22
H (1.06560, 1.42700, 2.07897)  0.19
H (-1.10921, 2.59188, 3.37842)  0.43
H (5.06128, -2.14343, -2.01494)  0.54
H (-2.73090, -3.01906, -0.48420)  0.48
C (2.60056, 0.04805, 2.30871)  -0.61
C (4.89447, -1.29283, -3.99460)  -0.73
H (4.40225, -0.45166, -5.90326)  0.41
H (-1.66620, 5.90561, -2.05239)  0.49
C (-1.45674, -1.11473, 5.51498)  -0.84
H (3.36814, 2.02087, 1.88499)  0.32
C (-1.73176, -0.43062, 3.21243)  0.02
H (5.95912, -1.31444, -4.18608)  0.40
C (2.17034, -1.19970, -3.47213)  0.23
H (4.59721, 0.76238, 2.06642)  0.45
H (-1.50984, -0.87840, 6.57009)  0.42
H (-0.62843, -3.64385, 3.43916)  0.37
C (3.68153, 0.80858, 0.13373)  -0.21
C (-0.87587, 4.23692, -0.96055)  0.78
C (-1.78697, 2.08360, -1.49945)  0.19
C (-1.03601, -2.36889, 5.10090)  -0.82
C (-2.04828, 2.41020, 2.85611)  -1.87
H (-4.18803, 1.70925, 1.38786)  0.51
P (-1.99998, 0.83360, 1.90459)  2.40
C (-2.64244, 2.67654, -2.46051)  0.27
H (2.76649, -0.96691, 1.94476)  0.25
H (2.18985, 2.20243, -0.18675)  0.22
C (-1.71610, 4.83626, -1.90322)  -0.44
H (2.75161, 0.06126, 3.39322)  0.55

***

Calculated total energy, record by record: -5682.21868; -4350.32639 hartree